Entry 1:
This record from the Open Molecules 2025 dataset describes a cluster of 4 separate species, C16H28N4 in total at a distorted geometry. The level of theory is the ωB97M-V functional and the def2-TZVPD basis.

XYZ file:
```
48
Properties=species:S:1:pos:R:3
C 15.823 -8.214 8.657
C 14.766 -7.319 7.959
C 15.408 -6.029 7.411
C 14.925 -5.508 6.164
N 14.537 -5.049 5.181
H 16.396 -8.799 7.937
H 15.367 -8.997 9.263
H 16.424 -7.665 9.381
H 14.034 -7.108 8.739
H 14.273 -7.785 7.106
H 16.468 -6.165 7.196
H 15.270 -5.252 8.163
C 22.430 0.765 5.990
C 21.224 0.648 5.020
C 19.991 -0.178 5.513
C 19.737 -0.083 6.934
N 19.480 -0.008 8.007
H 23.353 1.055 5.489
H 22.502 -0.248 6.385
H 22.211 1.420 6.834
H 21.562 0.074 4.157
H 20.892 1.549 4.503
H 20.267 -1.199 5.250
H 19.104 0.323 5.124
C 16.529 0.618 -3.042
C 15.153 0.282 -2.598
C 14.999 -0.089 -1.139
C 15.282 1.056 -0.279
N 15.534 2.042 0.297
H 16.911 1.574 -2.685
H 16.477 0.767 -4.121
H 17.165 -0.214 -2.741
H 14.647 -0.453 -3.224
H 14.564 1.174 -2.813
H 15.633 -0.934 -0.868
H 13.970 -0.359 -0.903
C 7.215 -13.060 9.274
C 7.043 -13.080 10.794
C 8.078 -14.157 11.319
C 9.580 -14.013 10.921
N 10.726 -13.870 10.654
H 6.902 -13.947 8.724
H 8.271 -12.850 9.106
H 6.811 -12.242 8.676
H 6.069 -13.515 11.018
H 7.099 -12.105 11.276
H 7.844 -15.142 10.916
H 8.112 -14.294 12.400
```

E_HOMO, eV: -11.4
DFT total energy, eV: -23003.83752
SMILES string: CCCC#N.CCCC#N.CCCC#N.CCCC#N
Energy relative to the best compared isomer or geometry (same formula, charge and spin), kJ/mol: 193.1
Spin multiplicity: 1



Entry 2:
This record from the Open Molecules 2025 dataset describes a cluster of 3 separate species, C16H28O9P in total. The level of theory is the ωB97M-V functional and the def2-TZVPD basis.

XYZ file:
```
54
Properties=species:S:1:pos:R:3
O 4.282 1.143 1.501
C 3.222 1.522 1.064
O 2.989 2.678 0.436
C 3.446 2.682 -1.010
P 2.707 4.056 -1.741
O 3.108 5.408 -1.305
O 1.047 3.990 -1.712
O 2.976 3.823 -3.342
C 1.981 0.666 1.187
C 0.787 1.216 1.646
C -0.345 0.421 1.767
C -0.304 -0.920 1.402
C 0.883 -1.467 0.927
C 2.023 -0.679 0.828
H 3.032 1.774 -1.473
H 0.662 3.929 -2.591
H 2.251 3.353 -3.758
H 0.736 2.268 1.895
H -1.267 0.855 2.137
H -1.185 -1.544 1.488
H 0.939 -2.512 0.650
H 2.959 -1.093 0.476
C -0.929 2.876 -4.965
O -1.370 3.505 -3.777
C -2.321 4.533 -3.984
C -3.729 4.060 -3.699
O -4.151 3.047 -4.599
C -4.044 1.740 -4.067
H -0.396 1.972 -4.672
H -1.766 2.602 -5.613
H -0.245 3.526 -5.523
H -2.254 4.920 -5.007
H -2.078 5.348 -3.296
H -4.415 4.905 -3.807
H -3.792 3.701 -2.666
H -4.832 1.553 -3.329
H -3.072 1.573 -3.599
H -4.165 1.042 -4.895
C -1.214 -5.981 4.916
O 0.088 -6.505 4.742
C 0.588 -6.358 3.423
C 1.510 -5.167 3.286
O 0.833 -3.945 3.498
C 1.047 -3.378 4.777
H -1.406 -5.937 5.987
H -1.303 -4.976 4.497
H -1.963 -6.631 4.449
H -0.240 -6.266 2.711
H 1.144 -7.269 3.179
H 1.909 -5.150 2.266
H 2.354 -5.267 3.976
H 2.049 -2.941 4.845
H 0.921 -4.118 5.572
H 0.313 -2.585 4.903
```

E_HOMO, eV: -2.9
DFT total energy, eV: -44761.78028
Energy relative to the best compared isomer or geometry (same formula, charge and spin), kJ/mol: 0.0
Net charge: -1
Spin multiplicity: 1



Entry 3:
This record from the Open Molecules 2025 dataset describes a structure of composition C16H29BBr2Cl4Cs2IKNNaO6P2 at a distorted geometry. The level of theory is the ωB97M-V functional and the def2-TZVPD basis.

XYZ file:
```
66
Properties=species:S:1:pos:R:3
C -1.238 -0.757 -1.764
C -2.229 0.369 -1.763
P -3.220 0.288 -0.169
C -4.827 1.054 -0.627
B -2.428 1.535 0.995
C -0.907 1.382 1.484
C 0.053 2.487 1.237
O 0.989 2.928 1.827
I -0.401 3.800 -0.608
H -0.849 -0.907 -2.747
H -0.395 -0.556 -1.140
H -1.713 -1.666 -1.396
H -2.858 0.258 -2.652
H -1.770 1.345 -1.820
H -4.972 1.042 -1.709
H -4.905 2.082 -0.270
H -5.627 0.463 -0.181
H -3.131 2.461 1.366
H -0.441 0.523 0.981
H -0.788 1.166 2.554
Na -3.223 1.748 3.550
C 3.077 3.948 4.075
O 3.965 4.025 5.013
H 3.211 4.702 3.166
H 2.924 2.970 3.558
H 1.967 4.217 4.429
Cl -1.623 -0.828 4.571
C -1.092 -1.882 5.916
C -1.503 -1.329 7.253
Cl -0.661 0.191 7.654
H -0.014 -1.983 5.820
H -1.556 -2.853 5.763
H -1.257 -2.051 8.029
H -2.570 -1.125 7.281
Cs 1.058 0.012 -2.830
O 3.115 -1.942 1.967
P 2.893 -3.348 2.510
O 2.232 -4.219 1.441
O 1.954 -3.286 3.706
O 4.240 -3.960 2.860
Br -2.119 4.788 2.587
C -2.708 6.132 3.893
C -3.071 5.500 5.212
Br -4.760 4.549 5.098
H -3.532 6.658 3.425
H -1.873 6.819 4.033
H -3.195 6.261 5.976
H -2.327 4.778 5.538
K 0.451 5.601 2.477
N 0.656 -2.634 -7.346
C -0.031 -3.398 -8.191
C 0.515 -4.489 -8.856
C 1.851 -4.786 -8.624
C 2.587 -3.994 -7.755
C 1.935 -2.935 -7.145
H -1.071 -3.133 -8.340
H -0.093 -5.083 -9.525
H 2.314 -5.615 -9.119
H 3.631 -4.193 -7.547
H 2.472 -2.300 -6.452
Cs 3.181 -4.717 -10.886
C 6.001 -3.104 -3.475
Cl 6.779 -4.678 -3.442
Cl 4.541 -3.113 -4.508
H 5.695 -2.839 -2.472
H 6.691 -2.382 -3.891
```

E_HOMO, eV: -3.4
DFT total energy, eV: -270191.42464
Spin multiplicity: 1



Entry 4:
This record from the Open Molecules 2025 dataset describes a cluster of 2 separate species, C16H29BClF5N2O7S2 in total at a distorted geometry. The level of theory is the ωB97M-V functional and the def2-TZVPD basis.

XYZ file:
```
63
Properties=species:S:1:pos:R:3
C -3.248 0.513 1.367
C -2.818 0.787 -0.066
C -1.357 0.659 -0.471
F -1.435 0.931 -1.840
C -0.715 -0.778 -0.384
C -0.147 -1.168 -1.764
O -1.288 -1.595 -2.529
N -0.980 -1.646 -3.892
O -1.892 -2.014 -4.512
B -1.678 -2.054 -0.142
O -1.135 -3.331 -0.338
O -3.007 -2.010 0.146
C -3.540 -3.013 1.002
C 0.549 -0.747 0.504
C 1.228 -2.036 0.888
C 2.661 -1.788 1.401
C 3.738 -2.513 0.629
F 2.732 -2.058 2.763
N 0.401 0.091 1.747
S -0.493 -0.726 3.075
C -0.160 1.483 1.539
Cl 0.790 2.592 2.543
C -0.404 1.819 0.069
C 0.834 2.098 -0.793
C 2.207 2.074 -0.091
S -1.379 3.399 0.125
O -2.358 3.390 1.173
O -1.850 3.642 -1.203
C -0.282 4.889 0.519
F -0.658 5.838 -0.367
F 1.033 4.697 0.430
F -0.587 5.301 1.770
H -4.320 0.343 1.371
H -2.822 -0.386 1.797
H -3.066 1.328 2.061
H -3.352 0.101 -0.713
H -3.222 1.746 -0.361
H 0.507 -2.025 -1.662
H 0.449 -0.400 -2.275
H -0.820 -3.740 0.469
H -3.714 -3.928 0.448
H -2.922 -3.188 1.880
H -4.504 -2.658 1.348
H 1.293 -0.251 -0.128
H 1.313 -2.713 0.053
H 0.715 -2.608 1.660
H 2.874 -0.719 1.283
H 3.966 -3.472 1.083
H 3.459 -2.629 -0.410
H 4.653 -1.931 0.644
H 1.341 0.228 2.127
H 0.454 -0.594 4.018
H -1.122 1.508 2.030
H 0.925 1.432 -1.648
H 0.764 3.066 -1.279
H 2.886 1.526 -0.736
H 2.654 3.049 0.051
H 2.241 1.522 0.843
C 2.917 -0.262 -3.439
O 2.496 0.096 -2.193
H 2.669 0.458 -4.252
H 4.018 -0.396 -3.547
H 2.507 -1.227 -3.825
```

E_HOMO, eV: -6.4
DFT total energy, eV: -82825.06347
Spin multiplicity: 1



Entry 5:
This record from the Open Molecules 2025 dataset describes a structure of composition C16H29BO18S4 at a distorted geometry. The level of theory is the ωB97M-V functional and the def2-TZVPD basis.

XYZ file:
```
68
Properties=species:S:1:pos:R:3
C 2.103 -3.989 2.259
C 2.417 -2.839 2.144
C 2.752 -1.477 1.775
C 1.876 -0.890 0.645
O 2.542 0.040 -0.161
C 3.064 1.157 0.518
C 3.663 2.132 -0.509
C 2.838 2.232 -1.813
C 0.617 -0.298 1.330
O -0.113 0.563 0.431
S -0.919 -0.390 -0.553
O -1.639 0.346 -1.535
O -1.826 -1.248 0.140
C 0.354 -1.340 -1.373
C 1.353 -1.970 -0.341
B 2.506 -2.660 -1.210
O 3.414 -1.995 -2.006
O 2.608 -4.042 -1.143
H 1.881 -5.011 2.380
H 2.602 -0.859 2.665
H 3.801 -1.345 1.520
H 3.880 0.906 1.201
H 2.324 1.723 1.092
H 3.766 3.108 -0.046
H 4.653 1.762 -0.771
H 3.472 1.949 -2.648
H 2.589 3.278 -1.976
H 1.894 1.696 -1.784
H 0.970 0.343 2.136
H -0.001 -1.062 1.795
H -0.198 -2.151 -1.844
H 0.848 -0.756 -2.144
H 0.793 -2.746 0.170
H 3.014 -1.525 -2.741
H 2.567 -4.355 -2.053
C -4.665 0.531 0.655
C -5.581 0.389 -0.537
O -6.854 0.862 -0.069
S -6.626 2.025 1.015
O -6.753 3.281 0.372
O -7.366 1.699 2.177
O -5.069 1.755 1.288
H -4.810 -0.285 1.367
H -3.621 0.576 0.368
H -5.659 -0.637 -0.885
H -5.261 1.029 -1.362
C -2.374 -6.640 2.606
C -3.103 -6.014 3.776
O -2.063 -5.629 4.682
S -0.756 -5.208 3.849
O -0.734 -3.801 3.714
O 0.348 -5.939 4.352
O -1.198 -5.841 2.439
H -2.065 -7.663 2.832
H -2.967 -6.634 1.695
H -3.790 -6.704 4.258
H -3.643 -5.114 3.474
C 1.603 7.879 -3.964
C 0.594 7.143 -3.109
O 1.038 5.782 -3.124
S 2.640 5.740 -3.215
O 3.167 5.572 -1.911
O 3.005 4.899 -4.292
O 2.861 7.271 -3.648
H 1.408 7.731 -5.028
H 1.634 8.944 -3.747
H -0.417 7.217 -3.498
H 0.613 7.497 -2.076
```

E_HOMO, eV: -9.8
DFT total energy, eV: -97931.12417
Spin multiplicity: 1



Entry 6:
This record from the Open Molecules 2025 dataset describes a structure of composition C16H29CdNO9 at a distorted geometry. The level of theory is the ωB97M-V functional and the def2-TZVPD basis.

XYZ file:
```
56
Properties=species:S:1:pos:R:3
Cd -4.014 3.346 -13.380
C -1.124 5.425 -17.520
C -2.456 5.854 -17.572
C -2.842 7.013 -18.620
O -4.057 7.279 -18.836
C -1.778 7.781 -19.193
C -0.563 7.225 -19.208
C -0.229 5.973 -18.416
O 0.924 5.357 -18.474
O 0.324 7.880 -19.907
O -3.214 5.423 -16.642
H -0.908 4.527 -16.960
H -2.107 8.642 -19.755
C -8.195 6.724 -10.207
C -6.874 6.910 -10.839
O -6.551 5.976 -11.871
H -9.028 7.030 -10.840
H -8.278 7.244 -9.252
H -8.294 5.646 -10.082
H -6.081 6.916 -10.091
H -6.991 7.942 -11.169
C -0.070 -1.170 -12.404
C -0.122 -0.112 -13.533
O -1.357 0.548 -13.537
H -0.152 -0.553 -11.509
H 0.910 -1.581 -12.161
H -0.691 -2.063 -12.475
H 0.183 -0.525 -14.494
H 0.776 0.500 -13.454
O -1.645 5.203 -12.124
H -1.416 6.092 -11.852
H -0.804 4.756 -12.219
C -9.833 3.228 -16.592
O -8.927 2.327 -15.870
C -7.654 2.257 -16.423
C -6.762 1.267 -15.741
N -6.562 1.753 -14.352
C -6.773 0.703 -13.451
C -6.634 1.329 -12.090
O -5.400 1.979 -11.811
C -5.067 2.093 -10.383
H -10.702 3.569 -16.029
H -10.231 2.722 -17.472
H -9.261 4.090 -16.934
H -7.291 3.283 -16.490
H -7.916 1.867 -17.407
H -5.753 1.182 -16.146
H -7.245 0.298 -15.624
H -7.442 2.248 -14.341
H -6.102 -0.156 -13.450
H -7.768 0.287 -13.610
H -6.767 0.529 -11.363
H -7.389 2.103 -11.952
H -5.468 3.054 -10.062
H -4.020 2.100 -10.081
H -5.559 1.251 -9.897
```

E_HOMO, eV: -1.4
DFT total energy, eV: -41532.12431
Energy relative to the best compared isomer or geometry (same formula, charge and spin), kJ/mol: 997.5
Net charge: -2
Spin multiplicity: 1



Entry 7:
This record from the Open Molecules 2025 dataset describes a cluster of 2 separate species, C16H29FNO6P2 in total at a distorted geometry. The level of theory is the ωB97M-V functional and the def2-TZVPD basis.

XYZ file:
```
55
Properties=species:S:1:pos:R:3
C 1.127 4.725 2.713
C -0.025 4.488 2.035
P -0.062 3.048 0.763
C -1.022 4.021 -0.596
C -0.690 5.482 -0.846
C 0.783 5.876 -0.884
F -1.402 6.353 0.000
C -0.093 1.473 -0.353
C 0.257 0.197 0.397
C 1.778 0.032 0.596
O -0.291 -1.006 -0.175
C -0.004 -1.187 -1.535
C 0.409 -2.617 -1.825
C 0.570 -2.987 -3.157
C 0.982 -4.265 -3.499
C 1.241 -5.186 -2.490
C 1.066 -4.826 -1.169
C 0.655 -3.542 -0.821
P -2.070 2.389 1.815
O -2.865 1.391 1.033
O -1.702 1.696 3.239
O -3.074 3.626 2.208
H 1.205 4.701 3.797
H 2.024 4.939 2.126
H -0.882 5.137 2.220
H 0.615 2.263 1.780
H 1.256 3.392 0.222
H -0.881 3.502 -1.548
H -2.097 3.946 -0.395
H -1.078 5.713 -1.847
H 1.405 5.063 -1.244
H 0.890 6.727 -1.561
H 1.092 6.214 0.103
H -1.025 1.319 -0.900
H 0.683 1.641 -1.112
H -0.184 0.260 1.393
H 1.973 -0.225 1.639
H 2.329 0.948 0.383
H 2.162 -0.810 0.017
H -0.923 -1.006 -2.105
H 0.799 -0.538 -1.893
H 0.368 -2.261 -3.937
H 1.122 -4.507 -4.544
H 1.578 -6.180 -2.759
H 1.279 -5.530 -0.375
H 0.520 -3.247 0.209
H -2.295 0.931 3.288
H -3.591 3.887 1.440
C -0.947 -8.432 1.025
N -0.074 -7.272 1.349
O -0.568 -6.342 1.944
O 1.083 -7.341 0.986
H -1.941 -8.228 1.405
H -0.952 -8.540 -0.055
H -0.513 -9.307 1.499
```

E_HOMO, eV: -4.1
DFT total energy, eV: -52128.48109
Net charge: -1
Spin multiplicity: 1



Entry 8:
This record from the Open Molecules 2025 dataset describes a cluster of 2 separate species, C16H29INO2 in total. The level of theory is the ωB97M-V functional and the def2-TZVPD basis.

XYZ file:
```
49
Properties=species:S:1:pos:R:3
C 3.242 0.445 2.537
C 3.962 -0.340 1.447
O 3.479 0.013 0.158
C 2.894 -1.014 -0.614
C 1.369 -0.899 -0.643
C 0.913 0.471 -1.154
C -0.567 0.535 -1.578
C -1.500 1.294 -0.633
N -1.266 1.072 0.817
C -0.696 2.086 1.503
C -0.452 2.008 2.851
C -0.797 0.831 3.511
C -1.376 -0.209 2.794
C -1.622 -0.093 1.430
C -2.246 -1.176 0.593
C -2.989 -2.303 1.327
C -2.696 -3.683 0.742
I -5.090 -1.878 1.307
H 2.952 1.417 2.132
H 2.341 -0.074 2.868
H 3.891 0.616 3.397
H 3.829 -1.414 1.603
H 5.033 -0.124 1.474
H 3.283 -0.934 -1.633
H 3.188 -1.998 -0.233
H 0.977 -1.679 -1.304
H 0.983 -1.087 0.369
H 1.523 0.723 -2.026
H 1.155 1.227 -0.404
H -0.628 1.054 -2.536
H -0.941 -0.473 -1.767
H -2.548 1.071 -0.833
H -1.378 2.366 -0.788
H -0.457 2.973 0.933
H -0.002 2.845 3.365
H -0.615 0.718 4.572
H -1.639 -1.119 3.309
H -2.935 -0.704 -0.108
H -1.451 -1.620 -0.017
H -2.737 -2.311 2.381
H -1.764 -4.067 1.165
H -3.480 -4.396 0.986
H -2.593 -3.639 -0.343
C 0.252 2.330 -5.592
O -0.789 1.591 -4.952
H 1.184 1.811 -5.381
H 0.111 2.365 -6.673
H 0.321 3.350 -5.206
H -1.625 2.022 -5.151
```

E_HOMO, eV: -12.2
DFT total energy, eV: -30741.44587
Net charge: +1
Spin multiplicity: 1